Computed, not measured: 3 unconnected molecules or ions with the total composition C3H7NO in a non-equilibrium geometry, with ωB97M-V/def2-TZVPD.

```
12
C3H7NO | OMol25 | ωB97M-V/def2-TZVPD
C -0.077 -0.226 0.297
C -0.502 -1.373 -0.557
C 0.190 1.018 -0.160
O -0.082 -0.422 1.665
N -0.116 1.747 -1.155
H -0.128 -1.366 1.857
H 0.730 2.167 1.112
H 0.645 2.107 -1.724
H 1.232 1.460 0.964
H 0.098 -2.269 -0.370
H -1.517 -1.701 -0.312
H -0.473 -1.142 -1.618
```

As for the strongest force on any atom: 0.087 hartree/bohr. As for the relative energy (zero: lowest compared OMol25 entry of this formula, charge and spin): 488.8 kJ/mol. As for the total charge: 0.

***

Computed, not measured: C2H3N3OS in the gas phase in a non-equilibrium geometry, with ωB97M-V/def2-TZVPD.

```
10
C2H3N3OS | OMol25 | ωB97M-V/def2-TZVPD
H 1.821 -1.210 1.236
N 2.092 -0.738 0.442
C 0.926 -0.212 -0.030
N 1.073 0.734 -1.035
C -0.155 0.915 -1.408
O -1.134 0.336 -0.654
N -0.462 -0.179 0.327
S -1.434 -1.177 1.267
H -0.639 1.693 -2.226
H -2.088 -0.163 2.082
```

As for the strongest force on any atom: 0.116 hartree/bohr. The SMILES is [H]/N=c1/ncon1S. As for the relative energy (zero: lowest compared OMol25 entry of this formula, charge and spin): 347.6 kJ/mol. As for the total charge: 0.

***

Computed, not measured: 2 unconnected molecules or ions with the total composition C6H15N in a non-equilibrium geometry, with ωB97M-V/def2-TZVPD.

```
22
C6H15N | OMol25 | ωB97M-V/def2-TZVPD
C 1.232 -0.453 -1.476
C -0.215 0.018 -1.402
C -0.333 1.285 -0.512
C 0.044 1.207 0.961
C -0.539 0.023 1.772
C 0.366 -1.232 1.819
N -0.674 0.394 -2.604
H 1.601 -1.210 -0.790
H 1.867 0.427 -1.374
H 1.443 -0.892 -2.453
H -1.055 -0.991 -1.156
H -1.350 1.695 -0.586
H 0.279 2.004 -1.065
H -0.213 2.089 1.543
H 1.133 1.160 1.115
H -1.459 -0.428 1.385
H -0.719 0.457 2.759
H 0.328 -1.710 0.841
H 1.363 -0.818 2.014
H 0.203 -1.959 2.613
H -1.673 0.548 -2.394
H -1.629 -1.613 -1.009
```

As for the strongest force on any atom: 0.141 hartree/bohr. As for the relative energy (zero: lowest compared OMol25 entry of this formula, charge and spin): 491.3 kJ/mol. As for the total charge: 0.

***

Computed, not measured: 8 unconnected molecules or ions with the total composition C45H34F4N3O14 in a non-equilibrium geometry, with ωB97M-V/def2-TZVPD.

```
100
C45H34F4N3O14 | OMol25 | ωB97M-V/def2-TZVPD
N 1.300 0.605 3.783
C 2.373 -0.129 4.313
N 2.617 -0.137 5.645
N 3.091 -0.719 3.419
C 3.896 -1.863 3.871
F 3.253 -2.662 4.714
F 4.114 -2.585 2.779
C 5.314 -1.463 4.349
F 5.294 -0.745 5.476
F 6.058 -2.536 4.533
H 1.463 1.585 4.018
H 0.428 0.286 4.200
H 3.073 0.597 6.167
H 2.255 -0.912 6.184
H 2.478 -1.020 2.637
H 5.747 -0.871 3.537
C 1.696 -3.279 -0.907
C 1.025 -4.275 -1.480
C -0.155 -4.885 -0.820
O -0.772 -5.786 -1.339
C -0.557 -4.344 0.504
C 0.118 -3.349 1.073
C 1.291 -2.743 0.408
O 1.909 -1.820 0.921
H 2.557 -2.817 -1.373
H 1.303 -4.680 -2.445
H -1.421 -4.800 0.969
H -0.160 -2.938 2.036
C 1.027 1.725 -0.133
C 1.445 0.747 -0.930
C 1.225 0.799 -2.396
O 1.608 -0.103 -3.112
C 0.522 1.982 -2.940
C 0.101 2.962 -2.143
C 0.322 2.912 -0.679
O -0.057 3.803 0.054
H 1.176 1.703 0.940
H 1.958 -0.128 -0.554
H 0.368 2.003 -4.010
H -0.416 3.831 -2.523
C 9.679 -3.814 8.933
C 9.377 -2.560 9.261
C 8.229 -1.858 8.639
O 7.951 -0.715 8.933
C 7.430 -2.606 7.640
C 7.730 -3.859 7.310
C 8.879 -4.563 7.932
O 9.150 -5.705 7.633
H 10.513 -4.344 9.375
H 9.949 -1.998 9.989
H 6.597 -2.075 7.199
H 7.158 -4.421 6.582
C -4.139 1.745 -4.023
C -5.427 1.963 -3.775
C -5.973 3.340 -3.709
O -7.149 3.541 -3.481
C -5.032 4.464 -3.930
C -3.744 4.246 -4.178
C -3.197 2.869 -4.245
O -2.022 2.672 -4.472
H -3.720 0.748 -4.074
H -6.129 1.156 -3.610
H -5.452 5.461 -3.878
H -3.039 5.053 -4.342
C -9.123 0.768 1.535
C -7.871 0.616 1.110
C -7.375 1.331 -0.091
O -6.232 1.190 -0.480
C -8.324 2.220 -0.801
C -9.576 2.373 -0.376
C -10.074 1.660 0.825
O -11.213 1.798 1.215
H -9.504 0.256 2.408
H -7.163 -0.029 1.615
H -7.940 2.732 -1.676
H -10.284 3.017 -0.882
C 3.280 6.615 -5.653
C 2.157 5.907 -5.564
C 1.452 5.745 -4.270
O 0.428 5.097 -4.186
C 2.044 6.400 -3.078
C 3.167 7.107 -3.167
C 3.874 7.271 -4.462
O 4.896 7.916 -4.542
H 3.810 6.745 -6.588
H 1.708 5.422 -6.421
H 1.513 6.269 -2.143
H 3.616 7.593 -2.309
C -2.520 -5.528 -3.755
C -2.818 -4.289 -3.374
C -3.965 -3.556 -3.961
O -4.233 -2.424 -3.613
C -4.771 -4.257 -4.989
C -4.475 -5.497 -5.372
C -3.326 -6.230 -4.785
O -3.056 -7.359 -5.131
H -1.687 -6.076 -3.340
H -2.244 -3.759 -2.625
H -5.605 -3.706 -5.405
H -5.051 -6.025 -6.121
```

As for the strongest force on any atom: 0.060 hartree/bohr. As for the relative energy (zero: lowest compared OMol25 entry of this formula, charge and spin): 40.8 kJ/mol. As for the total charge: +1.

***

Computed, not measured: a molecular structure, C27H33HgN4S5SbSe in a non-equilibrium geometry, with ωB97M-V/def2-TZVPD.

```
72
C27H33HgN4S5SbSe | OMol25 | ωB97M-V/def2-TZVPD
Hg -19.294 -9.131 -5.505
Se -23.974 -2.277 -8.319
N -23.981 -4.060 -8.719
C -22.915 -4.596 -8.132
C -22.606 -5.993 -8.224
C -23.391 -6.873 -8.945
C -23.003 -8.222 -8.979
C -21.871 -8.599 -8.282
N -21.100 -7.761 -7.558
C -21.455 -6.469 -7.521
C -20.630 -5.576 -6.742
N -19.567 -6.101 -6.113
C -18.780 -5.291 -5.397
C -18.984 -3.924 -5.266
C -20.090 -3.346 -5.907
C -20.918 -4.173 -6.648
C -22.074 -3.684 -7.353
N -22.445 -2.408 -7.329
H -24.274 -6.503 -9.458
H -23.580 -8.951 -9.551
H -21.524 -9.630 -8.282
H -17.955 -5.798 -4.910
H -18.295 -3.327 -4.676
H -20.307 -2.279 -5.901
S -13.206 -12.082 -1.011
C -14.139 -11.198 -2.004
S -14.590 -9.544 -1.676
C -15.419 -9.180 -3.180
C -15.496 -10.333 -4.110
S -16.132 -10.223 -5.639
S -14.808 -11.800 -3.508
S -16.032 -7.680 -3.485
C -23.144 -12.741 -8.407
C -21.833 -13.057 -9.137
C -21.721 -12.253 -10.443
C -21.743 -14.558 -9.436
Sb -20.163 -12.168 -7.798
C -20.246 -13.416 -5.896
C -21.342 -12.731 -5.066
C -20.576 -14.878 -6.177
C -18.896 -13.291 -5.178
C -18.257 -12.697 -8.936
C -17.106 -12.872 -7.942
C -18.033 -11.434 -9.777
C -18.381 -13.947 -9.804
H -23.969 -12.988 -9.087
H -23.268 -11.690 -8.138
H -23.278 -13.334 -7.496
H -22.563 -12.577 -11.072
H -20.806 -12.443 -11.011
H -21.817 -11.161 -10.341
H -22.585 -14.799 -10.098
H -21.864 -15.185 -8.551
H -20.840 -14.874 -9.956
H -22.344 -12.763 -5.521
H -21.123 -11.686 -4.837
H -21.394 -13.272 -4.113
H -21.607 -14.997 -6.534
H -20.463 -15.416 -5.225
H -19.915 -15.365 -6.901
H -18.506 -12.267 -5.102
H -18.115 -13.909 -5.637
H -19.023 -13.650 -4.148
H -17.022 -12.099 -7.170
H -16.172 -12.859 -8.524
H -17.146 -13.844 -7.444
H -17.902 -10.510 -9.189
H -18.812 -11.249 -10.522
H -17.092 -11.599 -10.318
H -18.662 -14.853 -9.255
H -17.397 -14.162 -10.225
H -19.086 -13.824 -10.637
```

As for the strongest force on any atom: 0.046 hartree/bohr. As for the relative energy (zero: lowest compared OMol25 entry of this formula, charge and spin): 0.0 kJ/mol. As for the total charge: -1. Its spin multiplicity is 2.

***

Computed, not measured: 2 unconnected molecules or ions with the total composition H4S2 in a non-equilibrium geometry, with ωB97M-V/def2-TZVPD.

```
6
H4S2 | OMol25 | ωB97M-V/def2-TZVPD
S -0.822 -1.900 1.055
H -1.635 -2.374 0.117
H 0.123 -2.033 0.076
S 0.895 2.008 -0.990
H 0.419 0.911 -0.427
H 0.038 1.713 -1.988
```

As for the strongest force on any atom: 0.022 hartree/bohr. The SMILES is S.S. As for the relative energy (zero: lowest compared OMol25 entry of this formula, charge and spin): 13.0 kJ/mol. As for the total charge: 0.

***

| no. | electronic energy (eV) |
| --- | --- |
| 1 | -6757.6844 |
| 2 | -19471.4841 |
| 3 | -7950.6748 |
| 4 | -91205.9969 |
| 5 | -164730.7882 |
| 6 | -21734.9442 |